Density functional theory data (ωB97M-V with the def2-TZVPD basis set) for a cluster of 11 separate species, C56H88N11PS2 in total.

Its net charge is 0. The SMILES is PCCCSC(=S)N(c1ccccc1)c1ccccc1.CCCC#N.CCCC#N.CCCC#N.CCCC#N.CCCC#N.CCCC#N.CCCC#N.CCCC#N.CCCC#N.CCCC#N. The spin multiplicity is 1. As for the HOMO-LUMO gap: 7.0 eV. The calculation puts the HOMO energy at -7.91 eV. The value obtained for the relative energy (zero: lowest compared OMol25 entry of this formula, charge and spin) is 1478.6 kJ/mol.

Geometry as XYZ:
```
158
Properties=species:S:1:pos:R:3:forces:R:3
P 2.0289 -2.5318 -1.7322 0.631 0.442 0.553
C 2.2589 -0.6017 -1.8210 -0.957 0.396 -0.709
C 1.0671 -0.0738 -2.8454 0.502 1.081 0.013
C 1.0850 1.5748 -3.0628 1.466 -1.289 1.142
S 0.2251 2.0200 -4.6639 -1.353 0.596 1.117
C -1.5705 2.4747 -4.4217 -0.860 2.215 -0.760
S -2.1613 3.7933 -5.3814 1.319 -3.149 1.898
N -2.5615 1.8572 -3.4718 1.869 -2.143 1.073
C -3.0510 0.4970 -3.8963 -2.472 -4.458 -0.974
C -2.1738 -0.7141 -4.5628 -3.363 -0.654 0.822
C -2.8593 -2.1867 -4.9381 -3.031 2.910 1.804
C -4.4689 -2.4719 -4.6468 2.124 3.569 0.977
C -5.3734 -1.2772 -3.9630 4.441 0.876 -0.727
C -4.6652 0.1631 -3.6150 1.538 -2.442 -1.195
C -2.1440 1.9271 -2.0242 1.114 0.547 4.136
C -1.6590 3.4095 -1.4197 -0.431 -4.104 2.463
C -1.2387 3.4758 0.1729 -0.868 -2.478 -0.988
C -1.2915 2.2139 1.2312 -1.315 -1.377 -4.574
C -1.7601 0.7529 0.6336 -0.122 3.639 -2.712
C -2.1805 0.6271 -0.9734 0.985 2.730 1.520
H 1.9776 -2.9110 -3.1500 -0.479 0.644 0.916
H 0.6290 -2.6694 -1.3156 0.723 0.391 -0.801
H 2.1734 -0.1076 -0.7404 0.141 -1.230 -2.351
H 3.3504 -0.4057 -2.2347 -2.334 -0.339 0.800
H 1.2482 -0.5630 -3.9195 -0.517 0.985 2.420
H 0.0105 -0.3470 -2.4198 2.056 0.274 -0.885
H 2.2374 1.8473 -3.2155 -2.553 -0.323 -0.072
H 0.7403 2.1748 -2.1196 0.328 -1.181 -1.946
H -1.0289 -0.5794 -4.7613 -2.512 -0.198 0.355
H -2.2238 -3.0513 -5.4058 -1.249 2.039 1.014
H -4.9284 -3.5356 -4.9110 1.074 2.655 0.653
H -6.5084 -1.4272 -3.7029 2.560 0.316 -0.644
H -5.3390 0.9986 -3.1068 1.704 -1.910 -1.280
H -1.6394 4.3170 -2.1643 0.036 -1.968 1.884
H -0.8623 4.5124 0.6133 -1.029 -2.487 -1.126
H -1.0237 2.2629 2.3705 -0.454 0.178 -2.580
H -1.8478 -0.2178 1.3156 0.267 2.428 -1.649
H -2.5199 -0.4445 -1.3234 0.715 2.532 0.513
C -0.6717 6.2022 -7.8773 0.109 -0.081 0.070
C -1.3604 7.5614 -7.8060 0.295 -0.173 0.233
C -2.1775 7.8809 -9.0594 0.838 0.106 -0.715
C -1.2649 7.9057 -10.2748 4.856 0.208 -7.002
N -0.5079 7.9261 -11.2830 -5.974 -0.184 8.066
H 0.0523 6.1584 -8.6971 -0.123 0.064 -0.009
H -0.1243 6.0045 -6.9503 -0.161 -0.046 -0.098
H -1.4034 5.3986 -8.0197 0.117 0.081 0.048
H -0.6001 8.3365 -7.6499 -0.210 -0.037 -0.054
H -2.0222 7.5791 -6.9330 0.003 0.077 -0.168
H -2.6615 8.8576 -8.9534 0.104 -0.123 -0.233
H -2.9595 7.1291 -9.2110 0.174 0.083 -0.139
C 3.3438 -2.8648 3.6558 -0.071 0.056 0.086
C 3.6671 -4.0746 2.7848 -0.378 0.091 0.135
C 4.9870 -3.9256 2.0256 -0.323 0.858 -0.647
C 4.9163 -2.7183 1.1048 -0.091 6.678 -5.253
N 4.8576 -1.7166 0.3411 0.433 -7.870 6.119
H 3.2164 -1.9577 3.0565 0.100 -0.093 0.016
H 2.4084 -3.0277 4.2003 0.142 -0.021 -0.002
H 4.1388 -2.6854 4.3888 -0.110 0.011 -0.075
H 2.8452 -4.2304 2.0752 0.191 -0.077 0.037
H 3.7178 -4.9662 3.4196 0.066 0.054 -0.164
H 5.1799 -4.8227 1.4279 0.048 0.280 -0.065
H 5.8206 -3.7976 2.7246 -0.054 0.097 -0.248
C 2.6828 2.5729 -10.7544 0.089 -0.012 -0.112
C 1.4108 3.2284 -10.2260 0.144 -0.030 -0.377
C 1.1366 2.8973 -8.7577 -0.237 -1.080 -0.135
C 0.9672 1.3958 -8.5928 -1.006 -8.352 1.268
N 0.8268 0.1501 -8.4561 1.123 9.886 -1.126
H 2.6168 1.4807 -10.7256 -0.004 0.130 0.077
H 2.8535 2.8601 -11.7967 0.015 -0.006 0.160
H 3.5559 2.8815 -10.1680 -0.094 -0.062 -0.090
H 0.5635 2.9075 -10.8443 0.058 0.105 0.189
H 1.4979 4.3148 -10.3378 -0.115 -0.106 0.125
H 0.2235 3.4009 -8.4233 0.097 -0.250 0.117
H 1.9635 3.2384 -8.1254 -0.118 -0.206 -0.005
C -5.5885 2.8231 5.1257 -0.096 -0.090 0.034
C -4.5208 3.8996 4.9588 -0.337 -0.007 0.314
C -3.4451 3.5179 3.9400 0.416 -0.809 0.597
C -2.7361 2.2516 4.3919 4.087 -7.044 2.265
N -2.1480 1.2011 4.7668 -4.668 8.282 -2.955
H -5.1648 1.8894 5.5087 0.023 0.098 -0.069
H -6.3501 3.1508 5.8403 0.070 -0.037 -0.171
H -6.0845 2.6112 4.1715 0.035 0.057 0.193
H -4.0575 4.0937 5.9340 0.028 0.026 -0.210
H -5.0018 4.8309 4.6397 0.175 -0.107 -0.065
H -2.7123 4.3264 3.8467 0.049 -0.277 -0.034
H -3.8915 3.3489 2.9541 0.196 -0.109 0.159
C -1.9497 -5.2680 -0.9548 -0.087 0.058 -0.097
C -1.6000 -6.7044 -0.5787 -0.236 0.144 -0.272
C -0.4058 -6.7964 0.3731 0.786 0.366 -0.703
C 0.8244 -6.1953 -0.2869 7.008 3.269 -3.394
N 1.8449 -5.6965 -0.8345 -8.124 -4.034 4.289
H -1.1304 -4.7800 -1.4922 -0.046 -0.056 0.117
H -2.8249 -5.2496 -1.6118 0.089 0.038 0.123
H -2.1797 -4.6739 -0.0629 0.028 -0.033 -0.111
H -1.3900 -7.2697 -1.4950 0.013 0.008 0.215
H -2.4716 -7.1702 -0.1057 0.189 -0.039 0.028
H -0.2043 -7.8435 0.6228 0.181 0.223 -0.019
H -0.6139 -6.2592 1.3048 0.195 0.003 -0.117
C -7.6600 1.8077 -0.7175 -0.087 -0.034 -0.051
C -6.1940 2.0993 -0.4129 -0.194 0.004 -0.394
C -5.9130 2.2350 1.0848 -0.576 0.928 0.148
C -6.7255 3.3849 1.6576 -4.422 6.369 3.443
N -7.3996 4.3387 2.1327 5.364 -7.540 -3.783
H -8.3114 2.6232 -0.3874 0.090 -0.105 0.018
H -7.8081 1.6905 -1.7956 0.007 -0.027 0.139
H -7.9868 0.8843 -0.2256 0.006 0.118 -0.073
H -5.9005 3.0202 -0.9316 0.088 -0.145 0.155
H -5.5785 1.2898 -0.8208 0.083 0.131 0.208
H -4.8482 2.4295 1.2511 -0.158 0.043 0.039
H -6.1755 1.3108 1.6109 -0.058 0.211 0.051
C 6.1308 -3.1012 6.8267 -0.232 -0.012 -0.014
C 7.6269 -2.8870 7.0335 -0.366 -0.216 0.237
C 8.3233 -2.3186 5.7955 -0.091 -0.874 -0.648
C 8.1667 -3.2821 4.6304 -0.700 -5.150 -6.679
N 8.0367 -4.0815 3.6638 1.019 6.296 7.731
H 5.9325 -3.8338 6.0379 0.081 0.108 -0.051
H 5.6708 -3.4805 7.7447 0.153 0.284 -0.490
H 5.6334 -2.1621 6.5585 0.050 -0.091 -0.026
H 8.0866 -3.8429 7.3130 0.034 0.206 -0.042
H 7.7748 -2.2005 7.8744 0.089 -0.069 -0.150
H 9.3891 -2.1706 5.9988 -0.116 -0.080 -0.259
H 7.8920 -1.3494 5.5223 0.032 -0.209 -0.140
C 2.9967 -6.4465 9.9535 -0.143 0.006 0.012
C 4.2123 -7.1798 9.3954 -0.407 0.023 -0.171
C 5.5209 -6.7600 10.0677 0.042 1.021 -0.386
C 5.7565 -5.2742 9.8499 1.606 8.245 -0.965
N 5.9519 -4.0417 9.6693 -1.554 -9.963 1.895
H 3.0614 -5.3674 9.7815 0.052 -0.125 0.055
H 2.0829 -6.7986 9.4646 0.128 0.033 0.103
H 2.8953 -6.6188 11.0313 -0.008 0.048 -0.136
H 4.2727 -6.9954 8.3158 0.103 -0.080 0.177
H 4.0700 -8.2577 9.5305 0.178 0.120 -0.010
H 6.3588 -7.3229 9.6430 -0.004 0.274 0.087
H 5.4842 -6.9654 11.1430 0.057 0.211 -0.125
C 2.9516 7.1634 -1.5301 0.124 0.016 -0.059
C 1.8928 7.4180 -0.4619 0.293 0.298 -0.162
C 0.8519 6.2999 -0.3775 -0.407 0.180 -1.012
C 0.1248 6.1737 -1.7063 -4.152 -0.838 -7.308
N -0.4784 6.0691 -2.8087 4.886 1.020 8.706
H 2.5127 7.1188 -2.5319 0.007 -0.051 0.139
H 3.6889 7.9724 -1.5347 -0.079 -0.148 0.023
H 3.4796 6.2213 -1.3424 -0.056 0.130 -0.056
H 1.3967 8.3728 -0.6750 -0.012 -0.187 0.121
H 2.3867 7.5216 0.5105 -0.194 -0.075 -0.051
H 0.1247 6.5224 0.4105 -0.039 -0.074 -0.244
H 1.3316 5.3449 -0.1369 -0.147 0.041 -0.193
C -2.9449 -5.1127 3.5619 -0.108 -0.080 -0.043
C -2.5360 -4.0647 4.5921 -0.325 -0.240 -0.008
C -1.1073 -3.5564 4.3891 0.534 -0.912 0.281
C -0.1283 -4.7124 4.5149 5.707 -6.245 0.632
N 0.6838 -5.6714 4.6192 -6.482 7.555 -0.842
H -2.3210 -6.0096 3.6282 -0.004 0.125 -0.003
H -3.9806 -5.4251 3.7281 0.133 0.061 -0.076
H -2.8679 -4.7132 2.5441 -0.023 -0.059 0.092
H -2.6387 -4.4952 5.5958 0.081 0.165 -0.124
H -3.2290 -3.2182 4.5323 0.212 -0.010 0.059
H -0.8676 -2.7987 5.1426 0.162 -0.173 -0.135
H -0.9988 -3.0981 3.4002 0.142 -0.154 0.110
```
Forces are in eV/Å.